DFT (the ωB97M-V functional and the def2-TZVPD basis) results for 6 unconnected molecules or ions with the total composition C37H87N7O9 in a non-equilibrium geometry.

XYZ file:
```
140
Properties=species:S:1:pos:R:3:forces:R:3
H 4.100 5.191 3.122 0.11 0.35 0.21
H -9.349 -2.874 -3.462 -0.85 -0.36 0.08
H -10.205 -1.611 -4.292 0.30 0.73 -0.22
N -3.558 -0.961 3.780 -0.43 0.84 0.29
H 0.421 4.823 1.878 0.53 0.67 0.28
H -1.434 3.790 2.869 -0.16 -0.67 0.35
H -1.281 -2.288 -3.672 -0.27 0.25 -0.13
H -1.117 5.114 3.908 0.47 0.32 -0.16
O 0.634 4.376 6.021 0.15 -0.16 1.07
H -1.646 -1.711 -6.246 0.14 -0.31 0.92
C -2.371 -0.495 -0.213 0.27 -0.42 -0.63
H -9.627 -1.469 -2.545 -0.50 0.66 -0.09
N 1.218 -2.388 1.651 -0.05 -2.37 1.68
H -0.228 0.879 -5.956 0.18 -0.47 -0.33
H -8.202 0.475 -3.307 -0.05 -0.16 0.44
H 2.445 6.267 6.432 0.04 -0.44 0.03
C 0.388 -2.743 -5.989 -0.26 0.40 -1.84
C 2.508 4.106 2.175 0.54 1.14 1.46
O 5.523 0.696 -0.191 0.28 -2.34 -0.32
H -1.558 -1.365 5.515 -0.28 -0.24 0.20
H -4.804 2.899 1.510 -0.85 -0.29 0.40
C -6.464 0.092 -4.575 -1.81 -0.97 1.21
H -1.228 -0.030 -4.812 0.08 -0.61 -0.30
H 0.238 -0.703 -2.609 0.14 0.58 -0.34
C 2.635 4.877 4.665 -1.39 0.91 0.49
N 5.281 -1.980 0.618 0.27 -0.29 1.29
H -6.497 0.878 -5.329 0.55 0.39 0.25
H -3.858 0.129 -4.437 0.51 0.67 0.36
H -0.356 -3.175 -2.572 0.62 0.01 0.08
H 3.343 3.680 6.316 -0.70 -0.15 0.08
N -5.655 0.339 -3.402 1.28 0.55 -0.39
N 1.930 -1.211 -0.050 2.36 2.25 -4.37
C -3.964 2.906 2.204 -0.34 -1.05 0.15
H -3.785 1.228 -1.950 -0.68 -0.10 0.69
H 6.951 -2.611 1.781 0.47 -0.03 -0.26
H -0.284 -0.743 4.510 0.30 0.01 -0.17
H -3.656 3.951 2.161 0.40 -0.23 0.82
H 0.644 -3.251 4.829 0.09 0.56 0.09
H -2.469 -1.249 0.568 0.09 0.08 0.00
H 2.418 0.484 -3.390 -0.18 -0.41 0.02
H -2.196 0.532 4.172 -0.10 0.33 -0.17
H 3.050 -0.380 -4.868 0.33 0.22 0.35
H -1.374 3.658 4.725 -0.38 -0.59 -0.44
H 5.123 -1.222 1.267 -0.30 0.64 -0.20
H 2.653 7.086 4.909 -0.38 -0.16 -0.25
H 1.817 -0.308 -0.489 0.52 -0.24 -0.48
H -1.462 -0.692 -0.782 0.65 0.40 0.48
H -0.711 -4.098 -4.679 0.39 -0.73 -1.09
H 2.963 -5.600 1.955 -0.48 0.31 -0.97
H 0.050 1.624 3.469 0.29 -0.07 -0.58
H 1.041 -4.018 -4.363 0.16 -0.17 -0.33
H 2.140 -4.002 -6.346 0.16 0.28 -0.20
H 2.602 -1.869 -0.417 -0.18 0.09 0.56
H -6.027 0.061 -2.504 -0.60 -0.22 -0.33
C 0.650 -1.326 -3.404 -0.53 -2.52 0.25
H 2.331 -0.587 -6.938 0.23 -0.02 -0.37
H 0.172 5.206 6.158 -0.26 -0.08 0.56
O 0.371 -0.446 1.329 -1.74 3.14 0.19
H -5.937 1.425 3.152 -0.22 -0.50 -0.44
H 1.416 -3.338 -7.884 0.28 0.30 0.22
H -3.263 2.239 1.703 0.56 0.29 0.09
H 4.542 3.981 5.235 0.17 0.31 -0.65
H 4.605 -5.782 2.102 0.52 -0.19 -0.33
H 2.090 1.140 -4.971 0.75 0.25 -0.14
H -8.550 0.194 -4.981 -0.52 -0.53 -0.17
C -9.414 -1.791 -3.564 -0.12 -2.98 1.42
H 5.852 -4.250 3.209 0.09 -0.30 -0.34
C -0.936 4.044 3.805 -0.24 0.17 0.29
C 2.923 6.184 5.457 0.28 0.13 -0.39
H -1.916 -0.335 2.655 0.44 0.03 -0.12
H -2.498 0.342 -2.542 0.57 0.04 -0.22
N 1.135 4.609 4.767 2.48 1.16 -3.08
C 3.472 3.773 5.238 0.96 -0.83 1.00
H 4.124 -4.995 0.571 -0.56 -0.23 -0.08
C 5.660 -0.312 -1.183 0.58 -1.95 2.59
C -0.954 -2.415 -6.709 0.16 0.29 -0.42
C 3.883 -5.117 1.627 0.44 0.31 1.73
H 1.560 -1.764 -2.994 0.57 0.42 -0.13
H 1.812 1.911 3.712 -0.23 -0.38 0.29
C -0.386 -3.448 4.532 0.11 -3.22 1.36
O -3.401 -0.736 -1.125 -2.73 0.15 -1.06
H 3.004 3.179 2.464 -0.25 -0.40 -0.56
C 5.080 1.897 -0.676 0.80 0.85 -0.38
H -0.727 -1.827 -7.598 0.22 -0.49 -0.44
C 2.242 0.206 -4.430 -1.00 0.41 -1.55
N 1.175 -1.500 -5.846 0.60 -2.01 2.72
H -1.028 -3.756 5.357 0.58 -0.29 0.96
H 2.680 4.377 1.134 0.66 -0.02 0.11
H 0.458 -2.345 2.315 0.25 -1.15 0.51
C 0.167 -3.451 -4.683 -0.48 -0.20 1.97
H 4.001 6.290 5.582 0.12 -0.17 0.25
H 2.583 6.065 2.778 0.13 0.52 0.71
C -4.283 -0.195 -3.487 -1.46 -0.34 0.99
H -0.233 1.203 -4.303 0.48 0.06 0.41
C 0.561 3.722 3.762 -0.90 -0.66 0.60
H 5.957 2.256 -1.214 -0.07 1.32 0.05
C -4.391 -0.140 2.892 -0.03 -1.03 -0.55
H -3.547 -1.951 3.583 -0.32 0.06 -0.44
C -0.253 -2.604 -3.495 -0.29 2.21 -0.87
H -2.403 0.500 0.231 0.19 0.15 -0.07
H 4.799 2.426 0.234 -0.07 0.73 -0.58
C -2.229 -0.447 3.693 1.04 0.00 0.89
C 0.804 2.175 4.031 -1.04 1.20 -0.27
C -0.228 0.362 -4.996 -0.77 1.35 0.23
O -8.091 -1.558 -3.870 0.31 2.42 -1.08
C 5.989 -2.972 1.417 0.18 -1.54 -0.44
H 4.661 -0.623 -1.488 -0.16 0.13 -0.43
H 0.533 1.897 5.050 0.68 0.26 0.32
H 0.684 -4.647 -7.051 -0.25 -0.07 0.21
C 6.217 -1.575 -0.406 -1.38 0.49 -1.88
O -1.086 -2.541 3.874 -1.28 3.15 -2.53
C -3.524 0.201 -2.205 2.46 0.02 -0.93
C -4.955 1.142 3.530 -0.38 0.28 0.46
H -4.315 -1.276 -3.627 0.12 -0.50 0.36
C -7.946 -0.169 -4.149 2.07 0.40 -0.93
C -1.238 -1.269 4.478 0.26 0.20 -0.11
H -3.853 0.032 1.960 0.22 0.57 -0.11
H 6.151 -2.349 -1.170 0.31 -0.33 -0.15
H -0.384 -4.324 3.884 0.39 -0.24 -0.06
H -5.102 0.879 4.577 0.09 0.21 0.13
H 6.300 -0.161 -2.052 0.10 0.86 0.05
O -4.229 2.389 3.542 0.56 0.14 -1.47
C 1.167 -1.272 0.978 -0.85 -1.58 1.53
H 3.345 2.785 4.795 -0.18 0.15 -0.05
H 1.875 -3.127 1.446 -0.34 0.07 0.57
H 7.245 -1.605 -0.045 0.25 0.88 -0.13
C 3.013 5.153 3.193 -0.07 -0.38 -1.20
H 4.303 1.857 -1.440 -0.62 -0.29 0.26
H -5.152 -0.829 2.529 -0.80 0.47 0.31
H 6.104 -3.846 0.775 0.77 0.01 -0.37
O 3.961 -3.864 2.340 -0.39 -2.02 -0.79
H -1.512 -3.314 -6.970 0.09 -0.01 -0.10
O 1.412 -0.849 -7.029 -0.23 0.73 -1.01
H -6.164 -0.832 -5.069 0.15 -0.16 -0.27
C 0.931 -0.586 -4.747 -0.47 0.11 2.09
H 5.040 -2.678 3.255 0.88 0.29 0.64
C 1.233 -3.721 -6.880 -0.88 0.18 0.16
C 1.032 4.055 2.352 -0.69 -1.99 -0.40
C 5.299 -3.522 2.616 -2.06 2.57 0.89
H 0.777 3.172 1.766 -0.67 -0.25 -0.06
```
Positions in Å, forces in eV/Å.

Results
**Largest force on an atom**: 5.457 eV Å⁻¹
**Charge**: 0
**2S+1**: 1
**Calculated total energy**: -68628.29245 eV